Model P:
Below is the molecule C23H28N2O6S, with properties calculated with the ωB97M-V functional and the def2-TZVPD basis.

```
! wB97M-V def2-TZVPD RIJCOSX def2/J DEFGRID3
* xyz 0 1
C -4.2925 -3.6113 -0.8101
C -5.4475 -3.3961 0.1695
C -6.0360 -2.0108 0.0025
O -7.1327 -1.8489 -0.4883
C -5.2072 -0.8537 0.4203
C -4.0813 -0.9524 1.2332
C -3.3558 0.1706 1.5861
C -3.7481 1.4244 1.1286
O -3.0993 2.5943 1.4043
C -1.9883 2.5613 2.2691
C -0.7656 1.8322 1.6902
O 0.0811 1.3462 2.4043
N -0.7681 1.8354 0.3364
C 0.1313 1.2329 -0.5420
C 1.1997 0.4542 -0.1303
C 2.0382 -0.1030 -1.0784
S 3.3734 -1.1576 -0.5182
O 2.8101 -2.3472 0.0500
O 4.3004 -1.3145 -1.6086
N 3.9808 -0.2285 0.7286
C 4.8028 0.8768 0.2877
C 6.2472 0.4536 0.0181
C 6.8218 -0.2445 1.2488
C 5.9351 -1.4296 1.6252
C 4.5068 -0.9460 1.8707
C 1.8333 0.0986 -2.4252
C 0.7601 0.8698 -2.8510
C -0.0986 1.4360 -1.9217
O -1.1879 2.2018 -2.2236
C -1.5096 2.4141 -3.5798
C -4.8781 1.5362 0.3158
C -5.5944 0.4142 -0.0253
H -4.6437 -3.4932 -1.8327
H -3.4914 -2.8965 -0.6373
H -3.8918 -4.6159 -0.6983
H -6.2380 -4.1205 -0.0345
H -5.1044 -3.5383 1.1949
H -3.7575 -1.9068 1.6169
H -2.4860 0.0532 2.2134
H -1.7172 3.6093 2.4322
H -2.2374 2.1164 3.2394
H -1.5294 2.3209 -0.1261
H 1.3842 0.2829 0.9162
H 4.3416 1.2747 -0.6190
H 4.7685 1.6466 1.0668
H 6.2496 -0.2346 -0.8281
H 6.8428 1.3307 -0.2407
H 7.8387 -0.5845 1.0445
H 6.8618 0.4595 2.0847
H 5.9204 -2.1503 0.8049
H 6.3147 -1.9267 2.5193
H 3.8342 -1.7861 2.0441
H 4.4708 -0.2710 2.7325
H 2.5145 -0.3485 -3.1307
H 0.6040 1.0183 -3.9070
H -2.4146 3.0192 -3.5729
H -1.7081 1.4702 -4.0948
H -0.7142 2.9566 -4.0987
H -5.1708 2.5161 -0.0271
H -6.4725 0.4896 -0.6487
*
```

LUMO: 0.38 eV
gap between HOMO and LUMO: 9.1 eV
HOMO level: -0.3209 hartree
SMILES: CCC(=O)c1ccc(OCC(=O)Nc2cc(S(=O)(=O)N3CCCCC3)ccc2OC)cc1



Model Q:
Below is the molecule C23H28N2O6S, with properties calculated with the ωB97M-V functional and the def2-TZVPD basis.

```
! wB97M-V def2-TZVPD RIJCOSX def2/J DEFGRID3
* xyz 0 1
C -1.2744 -3.6033 2.6988
C -2.3761 -2.5740 2.4646
O -2.6339 -2.3384 1.0921
C -1.7794 -1.5781 0.3692
C -0.6449 -0.9402 0.8548
C 0.1500 -0.1648 0.0202
C 1.3957 0.4787 0.5939
C 1.6666 1.8369 0.0003
C 0.7513 2.9189 0.3713
O 0.7901 4.0448 -0.0708
O -0.1604 2.5047 1.2699
C -1.1925 3.4280 1.6051
C -2.3870 3.2888 0.6543
C -3.0546 1.9298 0.8411
C -3.3760 4.4259 0.8878
C 2.6638 1.9935 -0.9061
C 3.0586 3.2802 -1.5402
N 3.3631 0.9003 -1.3588
C 3.2822 -0.2232 -0.7590
S 4.1552 -1.5296 -1.5152
C 3.8601 -2.8621 -0.3016
C 3.9526 -2.2899 1.0993
C 2.7720 -1.3779 1.3561
O 2.0669 -1.4744 2.3349
N 2.5448 -0.4290 0.3939
C -0.1764 -0.0196 -1.3184
C -1.3121 -0.6361 -1.8158
C -2.0999 -1.4107 -0.9885
O -3.2279 -2.0622 -1.4836
C -4.3133 -1.3215 -1.7657
C -5.4243 -2.2023 -2.2708
O -4.3717 -0.1305 -1.6323
H -0.3037 -3.2253 2.3887
H -1.4922 -4.5087 2.1374
H -1.2289 -3.8468 3.7566
H -2.1485 -1.6332 2.9792
H -3.3265 -2.9565 2.8473
H -0.3631 -1.0257 1.8912
H 1.2740 0.5722 1.6796
H -0.7870 4.4442 1.5592
H -1.4824 3.1874 2.6304
H -2.0007 3.3566 -0.3682
H -3.5605 1.8869 1.8041
H -3.7814 1.7430 0.0553
H -2.3084 1.1405 0.8040
H -3.7314 4.4154 1.9163
H -4.2312 4.3131 0.2268
H -2.9112 5.3892 0.6916
H 3.3557 4.0007 -0.7815
H 3.8778 3.1015 -2.2303
H 2.2108 3.7126 -2.0676
H 4.6312 -3.6079 -0.4867
H 2.8795 -3.3008 -0.4928
H 3.9279 -3.0844 1.8471
H 4.8841 -1.7297 1.2168
H 0.4404 0.5800 -1.9699
H -1.5953 -0.5168 -2.8500
H -6.3172 -1.6067 -2.4323
H -5.6201 -2.9872 -1.5451
H -5.1173 -2.6702 -3.2032
*
```

LUMO: -0.06 eV
gap between HOMO and LUMO: 8.3 eV
HOMO level: -0.3085 hartree
SMILES: CCOc1cc([C@@H]2C(C(=O)OCC(C)C)=C(C)N=C3SCCC(=O)N32)ccc1OC(C)=O



Going by the energies, model Q is most stable and the next is 1.215 eV up.



Model P:
Below is a cluster of 2 separate species, CH2I2O in total, with properties calculated with the ωB97M-V functional and the def2-TZVPD basis.

```
! wB97M-V def2-TZVPD RIJCOSX def2/J DEFGRID3
* xyz 0 1
O 0.2037 0.3576 -1.7593
C 0.0439 -0.8146 -1.7985
I 0.9483 -2.2477 -0.5082
H -0.7594 -1.2289 -2.4349
I -1.7610 1.2321 1.0585
H -1.8249 1.7917 -0.5105
*
```

LUMO: 0.11 eV
gap between HOMO and LUMO: 10.0 eV
HOMO level: -0.3647 hartree
SMILES: O=CI.I



Model Q:
Below is a cluster of 2 separate species, CH2I2O in total, with properties calculated with the ωB97M-V functional and the def2-TZVPD basis.

```
! wB97M-V def2-TZVPD RIJCOSX def2/J DEFGRID3
* xyz 0 1
O 0.6823 -1.5109 0.9996
C -0.3291 -1.7859 1.5355
I -0.7518 -3.6753 2.4722
H -1.0839 -1.0084 1.4914
I -1.8992 3.8187 -0.6433
H -0.6711 3.2302 0.1826
*
```

LUMO: 0.14 eV
gap between HOMO and LUMO: 10.3 eV
HOMO level: -0.3751 hartree
SMILES: O=CI.I



Going by the energies, model P is most stable and the next is 0.080 eV up.